No. 1
The following is a quantum chemistry calculation of C24H31N5O3PtS2 as an isolated structure, from the OMol25 dataset.

The geometry in ORCA input format:
```
! RIJCOSX wB97M-V def2-TZVPD def2/J DEFGRID3
* xyz 0 1
Pt -0.5641 -0.3524 -0.7459
C -4.0434 1.4565 6.2498
C -3.7060 0.1646 5.4924
C -3.9084 -1.0391 6.4229
C -4.6724 0.0309 4.3164
C -2.2488 0.2142 5.0348
C -1.2279 0.3251 5.9997
C 0.1085 0.3731 5.6647
C 0.4530 0.3105 4.3173
S 2.0042 0.3423 3.5496
C 1.2128 0.2182 1.9846
N -0.0781 0.1622 2.0392
C -0.5386 0.2031 3.3414
C -1.8880 0.1531 3.7014
C 2.0024 0.1600 0.7382
C 3.3868 0.3422 0.8204
C 4.1879 0.2897 -0.3030
C 3.5990 0.0378 -1.5357
C 2.2287 -0.1413 -1.6258
C 1.3883 -0.0758 -0.5067
H -5.0829 1.4365 6.5842
H -3.9064 2.3287 5.6081
H -3.4115 1.5831 7.1295
H -4.9509 -1.0949 6.7433
H -3.2878 -0.9664 7.3166
H -3.6559 -1.9708 5.9134
H -5.6970 -0.0046 4.6902
H -4.4955 -0.8846 3.7480
H -4.5982 0.8787 3.6324
H -1.4956 0.3716 7.0475
H 0.8626 0.4556 6.4363
H -2.6215 0.0666 2.9112
H 3.8478 0.5305 1.7835
H 5.2564 0.4348 -0.2178
H 4.2103 -0.0221 -2.4278
H 1.7879 -0.3463 -2.5943
C -2.5967 -3.0497 0.7488
S -2.1626 -2.5204 -0.8781
O -2.7560 -3.4103 -1.8193
O -2.6082 -1.0936 -0.9744
O -0.6598 -2.4336 -0.8983
H -3.6756 -2.9579 0.8519
H -2.0810 -2.4120 1.4647
H -2.2939 -4.0874 0.8665
C 0.2210 2.6273 -0.6991
N -0.1995 4.0002 -0.8695
C -0.6975 4.1759 -2.2338
N -1.8353 3.2965 -2.5076
C -1.4202 1.9223 -2.3408
N -0.9152 1.6688 -0.9482
C -2.0170 2.0410 0.0118
N -2.4356 3.4127 -0.1622
C -1.2865 4.2895 0.0662
C -2.8958 3.5957 -1.5412
H 0.5695 2.4549 0.3179
H 1.0187 2.3863 -1.4005
H 0.1052 3.9529 -2.9388
H -1.0093 5.2120 -2.3717
H -0.6114 1.6765 -3.0292
H -2.2557 1.2417 -2.5103
H -1.6302 1.8689 1.0155
H -2.8473 1.3588 -0.1788
H -0.9269 4.1498 1.0871
H -1.5994 5.3270 -0.0589
H -3.2161 4.6296 -1.6756
H -3.7447 2.9360 -1.7260
*
```

Its maximum force is 0.62 eV Å⁻¹. Its HOMO energy is -0.301 hartree. The HOMO-LUMO gap is 8.3701 eV. For the energy relative to the best compared isomer or geometry (same formula, charge and spin), the calculation gives 0.0 kcal/mol.

---

No. 2
The following is a quantum chemistry calculation of C24H31N5O4 in the gas phase, from the OMol25 dataset.

The geometry in ORCA input format:
```
! RIJCOSX wB97M-V def2-TZVPD def2/J DEFGRID3
* xyz 0 1
C -0.0635 -2.7510 2.3825
C -1.0516 -1.6172 2.6427
C -0.8325 -1.0457 4.0410
C -2.5077 -2.0672 2.4851
C -2.8444 -2.5972 1.0908
N -2.4987 -1.6494 0.0567
C -1.6311 -1.9289 -0.9121
O -1.0562 -2.9941 -1.0505
C -1.3727 -0.7811 -1.9191
C -2.6369 -0.2508 -2.5277
C -2.8125 0.7648 -3.4237
C -4.2018 0.8210 -3.6873
C -4.7602 -0.1677 -2.9403
O -3.8203 -0.8207 -2.2383
N -0.5716 0.3090 -1.3469
C 0.8438 0.2774 -1.6339
C 1.6220 -0.6785 -0.7121
C 1.9792 -2.0426 -1.2992
C 3.1640 -2.4344 -0.4203
C 3.8299 -1.0804 -0.1339
O 2.8694 -0.0703 -0.4069
C -1.1704 1.1927 -0.5243
O -2.3510 1.1194 -0.2304
C -0.3435 2.3763 -0.0033
N 0.7468 1.9892 0.8448
N 0.5877 1.0812 1.8167
N 1.6633 0.9222 2.4653
C 2.6175 1.7430 1.9454
C 3.9549 1.9473 2.2799
C 4.6554 2.8604 1.5295
C 4.0607 3.5634 0.4722
C 2.7427 3.3794 0.1238
C 2.0260 2.4567 0.8741
H 0.9487 -2.3968 2.5644
H -0.2587 -3.5893 3.0492
H -0.1230 -3.1035 1.3559
H -0.8570 -0.8129 1.9271
H 0.1657 -0.6234 4.1119
H -0.9451 -1.8221 4.7956
H -1.5502 -0.2554 4.2477
H -2.7301 -2.8521 3.2112
H -3.1575 -1.2157 2.7017
H -2.2973 -3.5169 0.8776
H -3.9180 -2.8091 1.0308
H -2.8800 -0.7112 0.1174
H -0.7602 -1.2245 -2.7133
H -2.0515 1.3955 -3.8363
H -4.7053 1.5023 -4.3415
H -5.7734 -0.4969 -2.8256
H 0.9809 -0.0181 -2.6778
H 1.2822 1.2681 -1.5154
H 1.0472 -0.8222 0.2178
H 1.1511 -2.7447 -1.2494
H 2.2989 -1.9250 -2.3367
H 3.8439 -3.1278 -0.9091
H 2.8080 -2.8842 0.5062
H 4.1543 -0.9919 0.9086
H 4.6925 -0.9000 -0.7849
H -1.0485 2.9965 0.5642
H 0.0442 2.9621 -0.8411
H 4.4070 1.4030 3.0930
H 5.6954 3.0477 1.7519
H 4.6599 4.2689 -0.0841
H 2.2929 3.9260 -0.6923
*
```

The SMILES is CC(C)CCNC(=O)[C@@H](c1ccco1)N(C[C@H]1CCCO1)C(=O)Cn1nnc2ccccc21. Its maximum force is 1.32 eV Å⁻¹. Its HOMO energy is -0.316 hartree. The HOMO-LUMO gap is 9.0840 eV. For the energy relative to the best compared isomer or geometry (same formula, charge and spin), the calculation gives 48.5 kcal/mol.

---

No. 3
The following is a quantum chemistry calculation of C24H31N5O6S2 as an isolated structure, from the OMol25 dataset.

The geometry in ORCA input format:
```
! RIJCOSX wB97M-V def2-TZVPD def2/J DEFGRID3
* xyz 0 1
C -7.6853 0.3190 0.3440
C -8.5459 0.1224 -1.0471
H -8.9826 1.0178 -1.3023
H -9.2627 -0.6118 -0.9354
O -7.4946 -0.4195 -2.2360
C -7.1351 0.5686 -2.9897
O -7.5544 1.7965 -3.0635
N -6.3291 -0.2007 -3.9206
C -5.5982 -1.4108 -3.6180
H -5.4739 -1.7813 -4.6223
C -4.3545 -1.0824 -2.7049
N -3.7525 0.1621 -3.2507
S -3.9005 1.5638 -2.3921
O -4.1739 2.7745 -2.8173
O -4.8587 1.1159 -1.2232
C -2.2545 1.5955 -1.4349
C -2.0492 0.8862 -0.4645
C -0.7379 0.7372 0.1514
C 0.1438 1.1667 -0.5346
C -0.0050 2.0808 -1.5827
C -1.2254 2.0372 -2.2114
H -1.4672 2.7580 -2.8590
H 0.7849 2.4821 -2.0686
C 1.6977 1.3287 0.0619
O 2.5509 1.5657 -0.6317
N 1.8818 0.3880 0.9341
C 3.2895 0.3925 1.3170
C 3.4955 -0.6334 2.6135
C 5.0483 -0.2667 2.8907
C 5.5739 0.5759 1.9758
S 4.4928 1.0843 0.8446
C 7.1104 0.7635 1.9851
N 7.7694 -0.1061 2.8618
C 7.2050 -0.3059 3.9879
C 5.8098 -0.9939 3.8985
H 5.7802 -2.1705 3.8636
H 5.2228 -1.0844 4.7856
H 6.9511 0.8257 4.7281
H 7.7716 -0.9756 4.7740
C 8.2037 -1.2931 2.2608
C 9.0678 -2.0103 2.8127
H 9.6082 -2.7851 2.3719
H 10.0537 -1.5559 3.2408
H 8.7479 -2.6237 3.5648
H 7.3594 -1.9757 1.8145
H 8.5333 -0.9023 1.0381
H 7.1161 1.9398 2.4498
H 7.4067 1.0642 0.9138
C 2.5173 -1.5028 3.1422
O 1.4557 -1.2945 2.9570
N 2.9114 -2.3353 4.0657
H 3.8754 -2.5033 4.2926
H 2.0537 -2.9640 4.3748
H 1.2491 -0.0483 1.4392
H -0.7109 0.2225 1.0019
H -3.0095 0.4147 0.3178
C -4.1153 0.6330 -4.7443
H -3.6323 1.6474 -4.8267
C -5.7635 0.7461 -4.7651
H -6.1730 0.7621 -5.7673
H -6.0421 1.7719 -4.7565
H -3.8116 -0.0268 -5.3051
H -4.5346 -0.9743 -1.8609
H -3.4407 -1.6570 -2.9974
H -6.2591 -1.8703 -3.0675
H -8.2563 0.7963 1.0216
H -6.7167 0.9501 0.0892
H -7.4323 -0.6913 0.8143
*
```

Its maximum force is 18.97 eV Å⁻¹. Its HOMO energy is -0.282 hartree. The HOMO-LUMO gap is 8.0956 eV. For the energy relative to the best compared isomer or geometry (same formula, charge and spin), the calculation gives 588.4 kcal/mol.

---

No. 4
The following is a quantum chemistry calculation of C24H31N5Os as an isolated structure, from the OMol25 dataset.

The geometry in ORCA input format:
```
! RIJCOSX wB97M-V def2-TZVPD def2/J DEFGRID3
* xyz 2 1
Os 0.7204 -0.7630 -0.8206
N 0.0635 -3.1230 -0.9261
C 1.2521 -3.9607 -0.6669
C 2.4790 -3.3327 -1.2978
N 2.6832 -1.9372 -0.8765
C 3.3573 -1.7837 0.4356
C 2.3644 -1.7692 1.5879
N 1.3096 -0.7792 1.2924
H -0.2961 -3.3516 -1.8466
H -0.6738 -3.3384 -0.2642
H 1.3705 -4.0843 0.4065
H 1.1402 -4.9602 -1.0931
H 3.3517 -3.9470 -1.0574
H 2.3559 -3.3334 -2.3829
H 3.3086 -1.5328 -1.5666
H 4.0908 -2.5791 0.5890
H 3.8912 -0.8312 0.4299
H 1.8989 -2.7420 1.7232
H 2.8960 -1.5311 2.5111
H 0.5405 -0.8830 1.9490
H 1.6801 0.1543 1.4647
C -0.8051 -1.9089 -6.0557
C -0.0867 -1.2005 -4.9666
C 0.9661 -0.3119 -5.0159
C 1.2624 0.0179 -3.6881
N 0.4456 -0.6435 -2.8624
N -0.3630 -1.3852 -3.6571
C 2.2929 0.9684 -3.1842
H -0.5266 -1.4921 -7.0194
H -1.8855 -1.8246 -5.9330
H -0.5526 -2.9706 -6.0641
H 1.4429 0.0738 -5.8998
H -1.1874 -1.8262 -3.2859
H 2.1253 1.9518 -3.6239
H 3.2953 0.6516 -3.4737
H 2.2385 1.0694 -2.0953
C -0.6462 0.5218 -0.2412
C -1.1833 1.2152 0.6403
C -1.7234 1.9519 1.6740
C -0.8628 2.9994 2.2179
C -0.8041 3.2474 3.6002
C 0.0708 4.1873 4.1120
C 0.9195 4.8878 3.2649
C 0.8744 4.6511 1.8950
C 0.0071 3.7122 1.3762
C -2.9485 1.5196 2.3025
C -3.4455 0.2260 2.0421
C -4.5212 -0.2673 2.7455
C -5.1510 0.5210 3.7057
C -4.7345 1.8321 3.9063
C -3.6578 2.3341 3.2045
H -1.4241 2.6771 4.2760
H 0.0972 4.3663 5.1779
H 1.6109 5.6113 3.6736
H 1.5167 5.2174 1.2343
H -0.0400 3.5490 0.3070
H -2.9461 -0.3868 1.3030
H -4.8683 -1.2760 2.5684
H -5.9637 0.1150 4.2917
H -5.2524 2.4592 4.6184
H -3.3701 3.3673 3.3380
*
```

Its maximum force is 1.72 eV Å⁻¹. Its HOMO energy (spin up / spin down) is -0.483 / -0.483 hartree. The HOMO-LUMO gap (spin up / spin down) is 6.2570 / 6.2566 eV. For the energy relative to the best compared isomer or geometry (same formula, charge and spin), the calculation gives 24.8 kcal/mol.

---

Number 2 is which compound? C24H31N5O4